Here is C21H41BClCrN6O8PS3 as an isolated structure from the Open Molecules 2025 dataset. Energies are from the ωB97M-V functional and the def2-TZVPD basis.

Summary:
Net charge = 0
<S²> = 6.03
Frontier orbital gap (alpha / beta) = 0.28835 / 0.29015 Ha
HOMO energy (alpha / beta) = -7.56 / -7.61 eV
ΔE to the lowest compared entry with this formula, charge and spin = 9.73 kcal/mol
Spin multiplicity = 5

CARTESIAN COORDINATES (ANGSTROEM)
Cr1 0.8508 0.7961 0.5432
Cl1 -1.0970 2.6924 2.1659
S1 2.7175 0.5924 -1.0829
S2 -1.1432 -1.2059 3.1611
S3 2.4819 0.9824 2.4000
P1 -0.5534 1.9651 -1.4563
O1 -0.6509 3.5385 -1.7825
O2 -0.2378 -1.3434 1.9728
O3 0.0079 3.5558 1.8973
O4 -2.0587 1.4373 -1.4194
O5 -2.1881 2.9605 1.2725
O6 -1.5091 2.7624 3.5297
O7 -0.6371 1.2851 1.9297
O8 -0.1593 1.5016 -2.9544
N1 2.0560 -1.0691 4.1057
N2 3.4303 -1.9664 -0.2982
N3 -0.2535 -3.4158 -1.1670
N4 3.1072 -1.7022 2.3014
N5 2.6300 -1.8168 -2.3180
N6 -0.1152 -1.2422 -0.8752
C1 -2.0614 -3.7604 2.4468
C2 2.9238 -1.1115 -1.2020
C3 2.0822 -1.2567 -3.5380
C4 -3.9594 2.9097 -1.6442
C5 0.1425 2.8513 -4.9190
C6 2.9451 -3.1427 -2.1153
C7 -1.0489 -2.8486 -2.1363
C8 1.4813 -0.2017 5.1185
C9 2.5502 -0.6427 2.9209
C10 -2.9622 -0.7391 1.0832
C11 -0.4185 4.6417 -0.8806
C12 -0.3792 5.8930 -1.7223
C13 0.8193 2.2183 -3.7265
C14 2.9195 -2.8091 3.1050
C15 -3.0660 1.9057 -2.3363
C16 -1.5506 -2.9145 3.5983
C17 3.4426 -3.2264 -0.8626
C18 -0.9376 -1.5059 -1.9493
C19 0.2751 -2.4130 -0.4330
C20 -2.7911 -0.6595 2.5895
C21 2.2800 -2.4239 4.2279
B1 4.1135 -1.6669 1.0932
H1 -2.5899 2.3346 -3.2197
H2 2.8628 -0.7567 -4.1118
H3 3.8441 -4.0654 -0.3273
H4 -0.0751 -4.3967 -1.0308
H5 -1.6017 -3.4349 -2.8460
H6 0.9218 -2.5806 0.4124
H7 -2.0330 -4.8167 2.7158
H8 -4.4077 2.4731 -0.7539
H9 -0.6030 -3.3007 3.9804
H10 0.8825 3.3482 -5.5484
H11 -2.8756 0.3730 2.9264
H12 -2.9258 -1.7608 0.7072
H13 0.8996 0.5791 4.6342
H14 0.4283 5.8406 -2.4532
H15 2.2706 0.2616 5.7107
H16 0.5122 4.4831 -0.3423
H17 -3.6259 1.0213 -2.6444
H18 4.8759 -2.5909 1.2720
H19 -2.2518 -2.8602 4.4335
H20 1.3016 2.9760 -3.1063
H21 -3.9220 -0.3008 0.8075
H22 -0.5874 3.5913 -4.5908
H23 0.8365 -0.7933 5.7656
H24 -0.2122 6.7613 -1.0846
H25 4.6456 -0.5969 1.0511
H26 -0.3687 2.0957 -5.5164
H27 -3.3866 3.7831 -1.3367
H28 -4.7531 3.2300 -2.3209
H29 1.5826 1.5029 -4.0207
H30 1.9886 -2.9742 5.1039
H31 3.3050 -3.7719 2.8260
H32 1.3012 -0.5439 -3.2868
H33 -1.3214 6.0289 -2.2541
H34 -3.0890 -3.5085 2.1862
H35 1.6563 -2.0657 -4.1278
H36 -3.5209 -1.2571 3.1387
H37 2.8072 -3.8830 -2.8813
H38 -1.4356 -3.6106 1.5662
H39 -1.2272 4.6677 -0.1486
H40 -2.1845 -0.1692 0.5851
H41 -1.4024 -0.7179 -2.5138